[1]
Entry from OMol25: a 2-piece molecular cluster, C4H12 overall (the ωB97M-V functional and the def2-TZVPD basis).

Geometry as XYZ:
```
16
Properties=species:S:1:pos:R:3:forces:R:3
C 1.8485 -0.1671 -0.7605 -0.1 -0.4 0.0
C 2.6751 0.2140 -1.9830 0.4 0.4 0.2
H 2.3756 -0.0316 0.1874 0.0 0.1 -0.1
H 0.9053 0.3864 -0.7130 0.2 0.0 0.0
H 1.5897 -1.2316 -0.8278 0.0 0.2 0.1
H 2.2055 -0.1838 -2.8749 0.1 -0.1 -0.3
H 3.7134 -0.1367 -1.9266 -0.3 -0.3 0.0
H 2.7747 1.2924 -2.1173 -0.2 0.1 0.1
C -1.6842 -0.5245 1.3726 0.2 -0.1 -0.1
C -2.8238 0.4894 1.3947 -0.4 0.1 -0.1
H -1.9837 -1.4933 1.7745 0.0 0.1 0.1
H -1.3410 -0.7103 0.3486 0.0 0.0 0.2
H -0.8236 -0.1894 1.9567 0.0 0.0 -0.1
H -2.8486 1.1151 2.2859 0.2 -0.1 0.1
H -3.8016 0.0033 1.3399 0.1 0.0 0.0
H -2.7813 1.1677 0.5427 0.1 0.0 0.0
```
Forces are in eV/Å.

Computed properties:
Energy relative to the best compared isomer or geometry (same formula, charge and spin) in kJ/mol: 10.8
Structure (SMILES): CC.CC
Highest occupied orbital energy in eV: -11.786

These are the Mulliken partial charges, in e, on atoms 1 to 4: number 1, C, carries -0.7055; number 2, C, carries -0.9268; number 3, H, carries 0.3103; number 4, H, carries 0.2001

=====

[2]
Entry from OMol25: a 2-piece molecular cluster, C4H12 overall in a non-equilibrium geometry (the ωB97M-V functional and the def2-TZVPD basis).

Geometry as XYZ:
```
16
Properties=species:S:1:pos:R:3:forces:R:3
C -2.3648 -0.3087 0.0435 -0.1 -0.7 -0.2
C -1.4361 0.4169 -0.9095 -0.7 0.0 -1.0
H -3.3892 0.0515 -0.0063 0.0 0.3 0.0
H -2.4401 -1.3715 -0.2168 0.2 0.1 0.0
H -2.0303 -0.2691 1.0714 0.1 0.2 0.3
H -1.7408 0.1996 -1.9405 -0.1 0.1 0.1
H -0.4178 0.0627 -0.8373 0.0 0.3 0.0
H -1.5180 1.5028 -0.8134 0.3 -0.1 0.2
C 1.2550 -0.0009 0.7806 -0.1 -0.6 1.4
C 2.5632 -0.0396 0.0123 0.2 -0.2 0.7
H 0.8819 1.0184 0.8853 -0.4 -0.2 -0.3
H 0.4929 -0.7302 0.5200 -0.1 0.3 -0.8
H 1.3597 -0.3594 1.8159 0.8 0.4 0.0
H 2.5183 0.2920 -1.0264 -0.1 0.1 0.2
H 3.0034 -1.0317 0.0303 -0.1 -0.3 -0.2
H 3.2627 0.5671 0.5911 0.1 0.2 -0.4
```
Forces are in eV/Å.

Computed properties:
Energy relative to the best compared isomer or geometry (same formula, charge and spin) in kJ/mol: 37.5
Structure (SMILES): CC.CC
Highest occupied orbital energy in eV: -11.242

These are the Mulliken partial charges, in e, on atoms 1 to 4: number 1, C, carries -0.9139; number 2, C, carries -0.6868; number 3, H, carries 0.3467; number 4, H, carries 0.2717

=====

[3]
Entry from OMol25: a 2-piece molecular cluster, C4H12 overall in a non-equilibrium geometry (the ωB97M-V functional and the def2-TZVPD basis).

Geometry as XYZ:
```
16
Properties=species:S:1:pos:R:3:forces:R:3
C 1.8689 -0.9520 0.8471 -0.5 -1.4 -1.0
C 1.4178 0.3823 1.3766 1.6 0.9 -0.7
H 2.8380 -1.3178 1.1876 0.0 0.3 0.6
H 1.1215 -1.7237 1.0910 0.3 0.0 -0.1
H 2.0061 -0.9825 -0.2553 -0.4 0.3 0.5
H 1.3224 0.3816 2.4555 -0.2 0.1 0.1
H 0.5393 0.7904 0.8787 -0.2 -0.3 0.3
H 2.2305 1.0762 1.0869 -0.4 0.1 0.5
C -1.1924 -0.2930 -1.2459 0.4 1.2 -0.3
C -2.2005 0.8177 -0.8610 1.1 0.3 -1.4
H -0.7841 -0.0800 -2.2494 -0.5 -0.4 0.1
H -0.2905 -0.2140 -0.6477 -0.1 -0.6 0.4
H -1.6596 -1.2805 -1.2071 0.3 0.1 0.0
H -2.6921 0.5825 0.0691 -0.8 -0.1 -0.1
H -2.7696 0.9979 -1.7862 -0.9 -0.4 0.9
H -1.7557 1.8151 -0.7400 0.5 -0.4 0.3
```
Forces are in eV/Å.

Computed properties:
Energy relative to the best compared isomer or geometry (same formula, charge and spin) in kJ/mol: 40.3
Structure (SMILES): CC.CC
Highest occupied orbital energy in eV: -11.507

These are the Mulliken partial charges, in e, on atoms 1 to 4: number 1, C, carries -0.9480; number 2, C, carries -0.5714; number 3, H, carries 0.3398; number 4, H, carries 0.2691

=====

[4]
Entry from OMol25: a 2-piece molecular cluster, C4H12 overall in a non-equilibrium geometry (the ωB97M-V functional and the def2-TZVPD basis).

Geometry as XYZ:
```
16
Properties=species:S:1:pos:R:3:forces:R:3
C -1.8464 -2.3116 -0.7032 -0.3 0.3 -0.1
C -1.8790 -0.7796 -0.5651 0.7 -0.2 0.4
H -1.6410 -2.5837 -1.7339 0.1 -0.1 -0.1
H -1.0711 -2.7613 -0.0922 0.0 -0.1 0.2
H -2.8113 -2.7577 -0.4526 0.1 0.0 0.1
H -2.5993 -0.4264 0.1729 -0.3 0.0 -0.3
H -2.0065 -0.3289 -1.5446 -0.4 0.3 0.1
H -0.9284 -0.3949 -0.1813 0.0 -0.2 -0.2
C 1.2145 1.1206 0.5950 0.3 -0.9 -0.3
C 2.4600 2.0053 0.6758 -0.1 0.4 0.5
H 0.3844 1.4337 1.2279 0.0 0.2 -0.2
H 0.8882 0.9609 -0.4362 -0.2 0.5 0.1
H 1.4562 0.0981 0.8982 0.0 0.1 0.3
H 2.6744 2.5195 -0.2581 -0.1 0.1 0.0
H 2.3528 2.7658 1.4608 0.0 -0.1 -0.2
H 3.3523 1.4403 0.9364 0.0 -0.1 0.0
```
Forces are in eV/Å.

Computed properties:
Energy relative to the best compared isomer or geometry (same formula, charge and spin) in kJ/mol: 26.8
Structure (SMILES): CC.CC
Highest occupied orbital energy in eV: -11.658

These are the Mulliken partial charges, in e, on atoms 1 to 4: number 1, C, carries -0.8560; number 2, C, carries -0.3197; number 3, H, carries 0.2654; number 4, H, carries 0.2884

=====

[5]
Entry from OMol25: a 2-piece molecular cluster, C4H12 overall in a non-equilibrium geometry (the ωB97M-V functional and the def2-TZVPD basis).

Geometry as XYZ:
```
16
Properties=species:S:1:pos:R:3:forces:R:3
C 0.1568 -1.8518 -0.7218 1.5 -1.1 -1.2
C 0.5107 -2.4682 0.5903 2.0 -1.1 1.8
H 0.3398 -0.8626 -0.4908 -0.7 2.6 -0.5
H 0.8193 -2.0565 -1.6166 -0.3 -0.2 1.3
H -0.8113 -2.1107 -1.0530 -1.3 0.2 -0.2
H 1.3391 -1.8409 1.1397 -2.0 -1.0 -0.6
H 0.9999 -3.4276 0.4937 0.4 -0.5 -0.3
H -0.3392 -2.7904 1.2293 0.3 1.1 -0.2
C -0.9195 1.7003 0.2686 -0.5 -0.3 0.1
C 0.2348 2.6310 -0.1548 0.7 -1.8 2.0
H -0.5783 0.8332 0.8879 -0.5 0.9 -0.3
H -1.7027 2.2810 0.7664 0.2 -0.2 0.5
H -1.4878 1.3014 -0.5970 0.7 -0.1 0.2
H -0.0311 3.0169 -1.0796 0.4 0.4 -2.2
H 1.2187 2.0813 -0.0307 -1.0 0.8 -1.0
H 0.3362 3.5073 0.4571 -0.1 0.3 0.8
```
Forces are in eV/Å.

Computed properties:
Energy relative to the best compared isomer or geometry (same formula, charge and spin) in kJ/mol: 96.4
Structure (SMILES): CC.CC
Highest occupied orbital energy in eV: -11.204

These are the Mulliken partial charges, in e, on atoms 1 to 4: number 1, C, carries -0.4330; number 2, C, carries -0.9207; number 3, H, carries -0.0831; number 4, H, carries 0.2652

=====

[6]
Entry from OMol25: a 2-piece molecular cluster, C4H12 overall in a non-equilibrium geometry (the ωB97M-V functional and the def2-TZVPD basis).

Geometry as XYZ:
```
16
Properties=species:S:1:pos:R:3:forces:R:3
C 1.6690 0.2097 -0.4081 0.6 1.9 1.4
C 2.4933 1.0551 0.7132 1.9 0.4 -3.1
H 1.5278 -0.8332 -0.0807 0.3 0.4 -0.4
H 0.7056 0.7131 -0.3098 0.1 -0.4 -0.9
H 2.0884 0.3278 -1.4420 -0.4 -0.3 1.1
H 2.7811 0.3997 1.5050 0.4 -0.2 0.6
H 1.9793 1.9246 1.0967 -0.6 -0.1 0.1
H 3.4519 1.5701 0.2291 -1.7 -1.4 1.1
C -1.3904 -0.3356 -0.3308 -2.0 -2.6 -3.4
C -2.8033 -0.8977 0.0749 2.3 -1.2 0.0
H -0.8446 -0.0459 0.4802 1.2 1.4 1.9
H -0.7653 -1.1290 -0.8178 -0.6 0.2 0.7
H -1.4639 0.3306 -1.2246 0.0 0.4 1.3
H -2.8269 -1.9962 0.1234 0.4 0.1 0.0
H -3.5025 -0.6826 -0.6649 -1.5 0.8 -1.0
H -3.0995 -0.6104 1.0561 -0.4 0.7 0.6
```
Forces are in eV/Å.

Computed properties:
Energy relative to the best compared isomer or geometry (same formula, charge and spin) in kJ/mol: 113.9
Structure (SMILES): CC.CC
Highest occupied orbital energy in eV: -11.174

These are the Mulliken partial charges, in e, on atoms 1 to 4: number 1, C, carries -0.5479; number 2, C, carries -0.8505; number 3, H, carries 0.2953; number 4, H, carries 0.0195

=====

[7]
Entry from OMol25: a 2-piece molecular cluster, C4H12 overall in a non-equilibrium geometry (the ωB97M-V functional and the def2-TZVPD basis).

Geometry as XYZ:
```
16
Properties=species:S:1:pos:R:3:forces:R:3
C 0.6511 -0.8946 1.1882 1.1 0.8 -1.2
C -0.4925 -1.0494 2.1668 1.0 1.4 1.6
H 0.4764 -1.3138 0.1859 -0.1 -0.3 0.4
H 0.9047 0.1540 0.9471 -0.7 -0.4 0.6
H 1.6643 -1.2130 1.4906 -0.7 -0.6 0.4
H -1.4602 -0.8150 1.8159 -1.2 -0.6 -1.3
H -0.4972 -0.1910 2.8840 0.8 -0.8 0.1
H -0.4551 -1.9761 2.7351 -0.2 0.0 -0.1
C 0.4918 1.3527 -1.3673 -0.3 0.1 0.0
C -0.6610 0.5541 -2.0033 0.3 1.6 -0.4
H 0.7413 0.9239 -0.4073 0.2 -0.2 -0.4
H 1.3362 1.2721 -2.0268 0.6 0.3 -0.1
H 0.3215 2.3917 -1.0835 -0.4 0.2 -0.6
H -0.2082 -0.2523 -2.5607 -0.3 -0.5 0.0
H -1.3122 1.1257 -2.6998 0.6 -0.2 0.3
H -1.2858 0.2464 -1.2056 -0.8 -0.9 0.5
```
Forces are in eV/Å.

Computed properties:
Energy relative to the best compared isomer or geometry (same formula, charge and spin) in kJ/mol: 74.1
Structure (SMILES): CC.CC
Highest occupied orbital energy in eV: -11.107

These are the Mulliken partial charges, in e, on atoms 1 to 4: number 1, C, carries -0.7102; number 2, C, carries -0.9274; number 3, H, carries 0.2589; number 4, H, carries 0.1292

=====

[8]
Entry from OMol25: a 2-piece molecular cluster, C4H12 overall in a non-equilibrium geometry (the ωB97M-V functional and the def2-TZVPD basis).

Geometry as XYZ:
```
16
Properties=species:S:1:pos:R:3:forces:R:3
C -0.5175 2.1391 1.3347 0.4 -2.3 -1.0
C -1.4275 0.8651 1.4334 -0.5 2.4 -0.9
H -0.9820 3.0947 1.4330 -0.4 0.5 0.6
H 0.3364 1.9449 1.9776 0.0 0.6 0.4
H -0.0967 2.0961 0.3330 0.1 0.3 -0.3
H -0.9125 0.0553 0.9381 0.3 -0.7 0.9
H -2.2882 1.0091 0.7663 -0.1 0.1 0.3
H -1.7952 0.8192 2.4530 0.1 -1.0 0.0
C 1.3483 -2.0394 -0.9360 0.3 -1.7 -0.2
C 0.6130 -0.9603 -1.6443 -0.9 1.7 -2.0
H 2.1273 -1.7471 -0.2346 -0.2 0.5 0.1
H 0.6506 -2.6733 -0.3967 -0.1 0.0 0.3
H 1.8583 -2.7467 -1.6073 -0.1 0.3 -0.1
H 0.0844 -1.1366 -2.5960 -0.1 -1.6 0.3
H 1.2245 -0.2045 -2.1603 0.4 0.4 1.3
H -0.2231 -0.5157 -1.0942 0.7 0.3 0.4
```
Forces are in eV/Å.

Computed properties:
Energy relative to the best compared isomer or geometry (same formula, charge and spin) in kJ/mol: 73.8
Structure (SMILES): CC.CC
Highest occupied orbital energy in eV: -11.206

These are the Mulliken partial charges, in e, on atoms 1 to 4: number 1, C, carries -0.8397; number 2, C, carries -0.6478; number 3, H, carries 0.3350; number 4, H, carries 0.2637

=====

[9]
Entry from OMol25: a 2-piece molecular cluster, C4H12 overall in a non-equilibrium geometry (the ωB97M-V functional and the def2-TZVPD basis).

Geometry as XYZ:
```
16
Properties=species:S:1:pos:R:3:forces:R:3
C -1.1107 -2.0629 1.9832 0.5 -0.8 -0.9
C -0.0695 -2.2427 0.8378 -1.0 0.2 0.1
H -1.8852 -2.8246 1.8871 -0.4 0.5 -0.2
H -1.4835 -1.0492 1.9567 -0.4 0.0 0.4
H -0.6587 -2.3228 2.9312 0.2 0.4 0.3
H -0.0986 -1.4350 0.1079 0.2 0.5 0.3
H -0.3727 -3.0751 0.1994 0.6 -0.5 0.4
H 0.9085 -2.3027 1.3026 0.3 -0.3 -0.6
C 1.3442 2.0970 -1.3144 0.2 -0.8 1.3
C -0.1421 2.2339 -1.5787 -0.3 0.2 0.2
H 1.3889 1.6293 -0.3210 0.6 0.0 -0.2
H 1.8629 3.0526 -1.2439 -0.3 0.2 0.0
H 1.9570 1.4975 -1.9873 -0.4 -0.2 -0.3
H -0.2445 2.8949 -2.4363 -0.8 0.0 0.1
H -0.7561 1.3342 -1.6638 0.7 -0.5 -0.9
H -0.6398 2.5754 -0.6606 0.3 1.0 -0.3
```
Forces are in eV/Å.

Computed properties:
Energy relative to the best compared isomer or geometry (same formula, charge and spin) in kJ/mol: 58.4
Structure (SMILES): CC.CC
Highest occupied orbital energy in eV: -11.543

These are the Mulliken partial charges, in e, on atoms 1 to 4: number 1, C, carries -0.7553; number 2, C, carries -0.6477; number 3, H, carries 0.2407; number 4, H, carries 0.2528

=====

[10]
Entry from OMol25: a 2-piece molecular cluster, C4H12 overall in a non-equilibrium geometry (the ωB97M-V functional and the def2-TZVPD basis).

Geometry as XYZ:
```
16
Properties=species:S:1:pos:R:3:forces:R:3
C -1.6328 -0.6034 0.8454 0.8 0.2 0.3
C -2.6097 -0.7259 2.0200 -0.5 1.1 -0.3
H -1.8738 0.1811 0.1293 -0.6 -0.2 -0.1
H -0.6379 -0.2768 1.1589 0.1 -0.3 0.2
H -1.5214 -1.5463 0.3140 0.1 0.0 -0.1
H -2.1916 -0.7973 3.0209 0.5 -0.5 -0.2
H -3.3145 -1.5312 1.8473 -0.1 -0.1 0.2
H -3.1836 0.2071 2.0870 -0.2 -0.2 -0.1
C 1.5703 0.9921 -1.0232 -0.3 1.1 -1.0
C 2.6531 0.3234 -1.8434 1.5 -0.8 1.5
H 1.9455 1.1173 -0.0118 -0.4 -0.2 0.3
H 1.3741 2.0090 -1.3917 0.2 0.0 0.0
H 0.5836 0.5416 -1.1120 0.2 -0.5 0.5
H 3.5624 0.9344 -1.8235 -0.3 0.4 -0.7
H 2.4404 -0.0919 -2.8193 -0.3 0.3 -0.2
H 3.0748 -0.4933 -1.2295 -0.6 -0.3 -0.4
```
Forces are in eV/Å.

Computed properties:
Energy relative to the best compared isomer or geometry (same formula, charge and spin) in kJ/mol: 42.4
Structure (SMILES): CC.CC
Highest occupied orbital energy in eV: -11.274

These are the Mulliken partial charges, in e, on atoms 1 to 4: number 1, C, carries -0.7598; number 2, C, carries -0.8729; number 3, H, carries 0.2806; number 4, H, carries 0.2347